Record 1
{"formula": "C16H23AlNO4", "method": "wB97M-V/def2-TZVPD", "total_charge": -1, "lumo_energy_ev": 3.02, "orbital_gap_ev": 6.11, "homo_energy_ev": -3.1, "mol_weight_g_mol": 320.34, "largest_force_ha_per_bohr": 0.0922, "symbols": ["C", "C", "Al", "C", "C", "O", "O", "C", "C", "C", "C", "C", "N", "C", "C", "C", "C", "C", "C", "C", "O", "O", "H", "H", "H", "H", "H", "H", "H", "H", "H", "H", "H", "H", "H", "H", "H", "H", "H", "H", "H", "H", "H", "H", "H"], "coordinates": [[-0.056, -1.734, 2.636], [-1.339, -1.065, 2.474], [-2.415, -1.030, 0.720], [-3.666, -2.586, 0.288], [-2.778, -3.699, -0.473], [-1.606, -3.969, -0.092], [-1.447, -0.869, -0.906], [-1.686, 0.503, -1.371], [-1.962, 1.361, -0.036], [-1.843, 2.960, -0.062], [-0.662, 3.383, 0.980], [0.815, 2.988, 0.424], [1.342, 1.768, 1.100], [2.682, 1.368, 0.589], [2.685, 0.057, -0.324], [2.962, -1.368, 0.278], [3.018, -2.660, -0.575], [2.793, -2.585, -2.120], [2.475, -1.184, -2.710], [2.412, 0.127, -1.866], [2.103, 1.352, -2.546], [-3.098, 0.739, 0.617], [0.886, -1.187, 2.254], [0.027, -2.787, 3.076], [-1.806, -0.475, 3.360], [-4.104, -2.968, 1.271], [-4.436, -2.203, -0.464], [-3.243, -4.270, -1.368], [-2.742, 0.378, -1.840], [-1.002, 0.915, -2.190], [-1.091, 1.005, 0.647], [-1.598, 3.408, -1.083], [-2.818, 3.395, 0.357], [-0.737, 4.490, 1.269], [-0.786, 2.779, 1.956], [1.475, 3.921, 0.639], [0.752, 2.905, -0.712], [1.343, 1.887, 2.123], [3.326, 1.114, 1.516], [3.170, 2.205, -0.015], [3.135, -1.485, 1.405], [3.244, -3.679, -0.109], [2.859, -3.535, -2.752], [2.299, -1.135, -3.845], [1.118, 1.467, -2.517]]}

=====

Record 2
{"formula": "C16H23Cl30NO3P", "method": "wB97M-V/def2-TZVPD", "total_charge": 1, "lumo_energy_ev": -2.93, "orbital_gap_ev": 9.52, "homo_energy_ev": -12.5, "mol_weight_g_mol": 1371.93, "largest_force_ha_per_bohr": 0.0628, "symbols": ["N", "C", "P", "C", "C", "O", "O", "C", "C", "C", "O", "H", "H", "H", "H", "H", "H", "H", "H", "H", "H", "H", "H", "H", "C", "Cl", "Cl", "Cl", "H", "C", "Cl", "Cl", "Cl", "H", "C", "Cl", "Cl", "Cl", "H", "C", "Cl", "Cl", "Cl", "H", "C", "Cl", "Cl", "Cl", "H", "C", "Cl", "Cl", "Cl", "H", "C", "Cl", "Cl", "Cl", "H", "C", "Cl", "Cl", "Cl", "H", "C", "Cl", "Cl", "Cl", "H", "C", "Cl", "Cl", "Cl", "H"], "coordinates": [[1.630, -0.607, -3.351], [0.309, -0.008, -3.530], [0.247, 1.805, -3.256], [-1.456, 2.271, -2.935], [-1.646, 3.786, -2.927], [-1.839, 4.392, -3.927], [-1.558, 4.386, -1.731], [1.304, 2.229, -1.847], [2.045, 3.545, -2.130], [2.976, 3.613, -3.428], [1.522, 4.223, -3.143], [1.742, -0.787, -2.359], [2.368, 0.055, -3.576], [-0.360, -0.457, -2.799], [-0.022, -0.228, -4.541], [0.705, 2.383, -4.428], [-1.719, 1.817, -1.981], [-2.089, 1.856, -3.714], [-1.412, 3.740, -1.029], [0.679, 2.484, -0.991], [2.031, 1.461, -1.609], [2.436, 4.055, -1.253], [2.877, 3.754, -4.501], [2.887, 2.483, -3.528], [5.729, 5.988, -2.556], [6.812, 7.370, -2.537], [5.627, 5.281, -4.166], [6.234, 4.775, -1.374], [4.740, 6.329, -2.279], [-0.551, -0.987, 0.743], [0.926, -1.153, -0.213], [-1.476, 0.430, 0.201], [-1.531, -2.431, 0.660], [-0.255, -0.816, 1.771], [-0.206, -3.643, -5.432], [0.368, -3.810, -3.776], [-1.587, -2.536, -5.503], [1.087, -3.093, -6.494], [-0.539, -4.613, -5.775], [-4.917, -5.233, 1.251], [-4.334, -5.244, 2.915], [-6.342, -4.215, 1.089], [-3.636, -4.696, 0.154], [-5.185, -6.243, 0.981], [-6.188, -8.232, 4.216], [-6.747, -7.782, 2.599], [-7.495, -8.089, 5.385], [-5.512, -9.857, 4.212], [-5.406, -7.540, 4.496], [3.973, 0.965, 1.596], [2.298, 1.243, 2.088], [4.221, -0.687, 1.039], [4.442, 2.114, 0.335], [4.607, 1.134, 2.456], [-0.284, 3.096, 4.195], [0.964, 4.250, 3.729], [-0.950, 2.289, 2.764], [0.354, 1.916, 5.324], [-1.085, 3.638, 4.682], [3.112, 4.212, 6.807], [3.328, 5.850, 7.416], [4.402, 3.786, 5.677], [3.028, 3.049, 8.128], [2.176, 4.174, 6.268], [-0.931, -7.678, -4.671], [-0.361, -7.775, -3.009], [-2.307, -6.576, -4.800], [0.371, -7.175, -5.755], [-1.259, -8.662, -4.976], [-2.773, 0.970, 7.834], [-3.382, -0.680, 7.795], [-1.165, 1.034, 8.553], [-2.766, 1.667, 6.207], [-3.438, 1.563, 8.446]]}